Entry 1:
102
Properties=species:S:1:pos:R:3:lowdin_charge:R:1 method="wB97M-V/def2-TZVPD" total_charge=-2 homo_lumo_gap_ev=4.524 homo_energy_ev=-2.06 total_energy_ha=-6739.91478
Tl -0.0622 0.0708 -0.2744 0.96
O 1.8905 2.6922 1.1507 -0.14
C 2.5253 3.0773 -0.0629 -0.21
C 3.1299 1.9175 -0.8410 -0.16
N 2.1457 1.1929 -1.6379 -0.18
C 1.7118 1.9664 -2.8050 -0.11
C 0.2035 1.9361 -3.1377 -0.70
O -0.0912 2.3148 -4.2777 -0.03
O -0.5674 1.6677 -2.1771 -0.20
C 2.6902 -0.1010 -2.0869 -0.12
C 3.1162 -0.9810 -0.8965 -0.71
O 4.3284 -1.1718 -0.7034 -0.04
O 2.1669 -1.4066 -0.1765 -0.19
H 1.0543 2.2370 0.9356 -0.11
H 3.3311 3.7618 0.2158 0.11
H 1.8244 3.6360 -0.6921 0.08
H 3.5881 1.2280 -0.1309 0.10
H 3.9439 2.3033 -1.4816 0.13
H 1.9064 3.0281 -2.6462 0.11
H 2.2641 1.6688 -3.7039 0.12
H 3.5535 0.0566 -2.7478 0.12
H 1.9126 -0.6240 -2.6523 0.12
N -3.5783 0.1272 1.1758 0.11
C -4.2322 -0.9789 0.6551 -0.34
C -3.7826 -2.2735 0.9173 -0.06
C -4.4723 -3.3693 0.4305 -0.10
C -5.6339 -3.2054 -0.3146 -0.12
C -6.0894 -1.9193 -0.5741 -0.12
C -5.4006 -0.8161 -0.0961 -0.08
H -3.7124 0.9901 0.6732 0.09
H -2.6185 0.0051 1.4581 0.03
H -2.8548 -2.4164 1.4586 0.08
H -4.0697 -4.3570 0.6153 0.09
H -6.1614 -4.0658 -0.7059 0.09
H -6.9857 -1.7709 -1.1654 0.09
H -5.7616 0.1849 -0.3073 0.10
F -0.5037 -9.4046 -2.7770 0.07
C -0.5879 -8.1899 -2.1890 -0.17
C -0.6203 -7.0339 -2.9486 -0.16
F -0.5632 -7.1371 -4.2913 0.09
C -0.7168 -5.7962 -2.3427 -0.25
F -0.7559 -4.7259 -3.1454 0.07
C -0.7923 -5.6245 -0.9480 -0.61
S -0.9492 -4.0941 -0.1808 0.61
C -0.7433 -6.8288 -0.2251 -0.26
F -0.7940 -6.8053 1.1248 0.04
C -0.6503 -8.0733 -0.8147 -0.17
F -0.6204 -9.1910 -0.0538 0.07
S -1.5622 -3.0473 4.7517 0.96
C -0.4574 -3.7331 3.6352 -0.40
C -0.0367 -2.7880 2.7592 -0.28
N -0.5686 -1.5362 2.9642 -0.03
C -1.3793 -1.5225 3.9739 -0.50
H -0.2275 -4.7847 3.6450 0.06
H 0.6173 -2.9509 1.9135 0.07
H -1.9196 -0.6468 4.3046 0.08
N 3.3708 0.6528 4.6404 0.04
C 1.8732 0.7917 4.7540 -0.10
C 1.3875 1.2571 3.3834 -0.20
N 1.7966 0.3689 2.3346 -0.05
C 3.2051 0.0655 2.2852 -0.19
C 3.7283 -0.4163 3.6314 -0.09
H 3.8168 0.5026 5.5420 0.17
H 3.7084 1.5365 4.2450 0.17
H 1.6489 1.5049 5.5478 0.13
H 1.4709 -0.1903 5.0018 0.12
H 1.8045 2.2578 3.1918 0.12
H 0.3012 1.3676 3.3864 0.11
H 1.1941 -0.4419 2.2508 0.05
H 3.7539 0.9699 1.9894 0.12
H 3.3697 -0.7020 1.5260 0.10
H 4.8094 -0.5542 3.6449 0.13
H 3.2301 -1.3345 3.9412 0.13
Br 0.2340 -0.8021 -6.4644 0.67
C -1.1186 -0.7618 -5.1170 -0.76
C -2.2908 -0.0698 -5.3781 -0.12
C -3.2415 -0.0550 -4.3747 -0.07
C -2.9922 -0.7321 -3.1920 -0.05
C -1.7863 -1.3957 -3.0543 -0.15
N -0.8514 -1.4074 -4.0115 0.07
H -2.4259 0.4547 -6.3120 0.09
H -4.1639 0.4958 -4.5132 0.10
H -3.7088 -0.7421 -2.3811 0.09
H -1.5572 -1.9706 -2.1611 0.05
O -1.1593 3.0606 3.0346 0.00
C -0.6734 3.2257 1.9039 -0.58
O -0.1601 2.3836 1.1348 -0.15
C -0.6538 4.6541 1.3553 -0.05
C -0.9078 5.7196 2.2023 0.08
C -0.7861 7.0136 1.7202 -0.13
C -0.4137 7.2765 0.4170 0.07
C -0.1782 6.1932 -0.4066 -0.10
C -0.2977 4.8848 0.0304 0.09
N 0.2608 6.4651 -1.7875 -0.34
O 0.6474 5.5303 -2.4487 0.11
O 0.2313 7.6263 -2.1679 0.05
N -1.0348 8.1485 2.6184 -0.35
O -0.9238 9.2757 2.1614 0.06
O -1.3371 7.9065 3.7742 0.07
H -1.1929 5.5224 3.2255 0.13
H -0.3036 8.2864 0.0557 0.12
H -0.1372 4.0420 -0.6359 0.13

Entry 2:
83
Properties=species:S:1:pos:R:3:lowdin_charge:R:1 method="wB97M-V/def2-TZVPD" s2=0.802 total_charge=+3 homo_lumo_gap_ev="4.460 / 4.456" homo_energy_ev="-14.62 / -14.62" multiplicity=2 total_energy_ha=-5580.43655 de_lowest_kcal_mol=0.0
Mn 0.3606 0.3017 0.0173 0.72
C 2.3394 3.6075 -1.8521 0.04
C 1.4957 2.4582 -1.4517 -0.21
N 1.4150 1.9760 -0.2627 0.03
C 2.2460 2.4976 0.8187 -0.13
C 2.3815 1.3880 1.8480 -0.13
N 1.0792 0.6881 2.0100 -0.07
C 0.1035 1.4561 2.8238 -0.13
C -0.9061 2.1737 1.9340 -0.13
N -1.3732 1.2895 0.8360 -0.06
C -2.4004 0.3091 1.2506 -0.09
C -0.6101 -1.3902 0.7343 -0.10
N -0.7481 -1.0592 -0.5487 0.01
C -1.0399 -1.3413 -1.7669 -0.14
C -1.7722 -2.5377 -2.2352 0.05
C -0.5310 -0.2708 -2.6234 -0.14
C -0.6335 -0.1356 -3.9988 0.07
C -0.0639 0.9828 -4.5859 0.04
C 0.6157 1.9058 -3.7974 0.08
C 0.7040 1.6892 -2.4338 -0.16
N 0.1128 0.6333 -1.8646 0.08
H 2.4297 4.3459 -1.0585 0.10
H 1.9512 4.0908 -2.7451 0.10
H 3.3430 3.2362 -2.0893 0.13
H 1.7867 3.3945 1.2448 0.14
H 3.2376 2.7694 0.4576 0.14
H 2.7355 1.7830 2.8014 0.14
H 3.1003 0.6527 1.4911 0.13
H 1.3027 -0.1687 2.5062 0.14
H 0.6138 2.1957 3.4429 0.14
H -0.4080 0.7803 3.5094 0.12
H -0.4488 3.0475 1.4735 0.12
H -1.7473 2.5222 2.5376 0.14
H -1.8141 1.8985 0.1521 0.15
H -3.0392 0.0966 0.3939 0.15
H -3.0322 0.7024 2.0489 0.15
H -0.0562 -2.2953 0.9743 0.17
H -1.2694 -0.8576 2.6927 0.15
H -2.0323 -3.1987 -1.4118 0.09
H -1.1468 -3.0852 -2.9451 0.12
H -2.6781 -2.2410 -2.7685 0.12
H -1.1325 -0.8883 -4.5941 0.14
H -0.1321 1.1305 -5.6553 0.14
H 1.0886 2.7630 -4.2545 0.14
Br 5.1230 -4.6102 1.6857 0.77
C 5.1775 -3.3013 0.3120 -0.67
C 6.3152 -3.1604 -0.4683 -0.09
C 6.3310 -2.2059 -1.4761 -0.04
C 5.2290 -1.3959 -1.6965 -0.01
C 4.0973 -1.5420 -0.8999 -0.14
C 4.0681 -2.5013 0.1075 -0.09
C 2.9184 -0.6501 -1.1266 -0.50
O 2.8714 0.1316 -2.0710 0.06
O 1.9662 -0.7734 -0.2293 -0.11
H 7.1760 -3.7903 -0.2922 0.12
H 7.2128 -2.1007 -2.0933 0.12
H 5.2324 -0.6498 -2.4789 0.12
H 3.1857 -2.6236 0.7179 0.09
C -1.7319 -1.0149 1.7040 -0.22
C -2.7022 -2.0277 2.0176 0.27
C -3.5992 -2.7056 2.6268 -0.08
C -3.1745 -3.1239 4.0348 -0.17
C -2.6911 -2.1851 4.9397 -0.03
C -2.3956 -2.5846 6.2338 -0.04
C -2.5606 -3.9123 6.6044 -0.02
C -3.0307 -4.8425 5.6859 -0.02
C -3.3235 -4.4622 4.3858 0.00
C -4.9102 -3.1934 2.1318 -0.18
C -5.9975 -3.2194 3.0043 0.00
C -7.2353 -3.6216 2.5309 -0.02
C -7.3795 -4.0249 1.2096 -0.02
C -6.2918 -4.0053 0.3472 -0.04
C -5.0563 -3.5717 0.7952 -0.02
H -2.6065 -1.1378 4.6711 0.12
H -2.0423 -1.8560 6.9508 0.12
H -2.3203 -4.2242 7.6118 0.13
H -3.1809 -5.8736 5.9762 0.13
H -3.6771 -5.1940 3.6730 0.14
H -5.8868 -2.9206 4.0377 0.13
H -8.0831 -3.6257 3.2021 0.13
H -8.3433 -4.3617 0.8520 0.13
H -6.4031 -4.3344 -0.6773 0.12
H -4.2012 -3.5723 0.1299 0.10

Entry 3:
82
Properties=species:S:1:pos:R:3:lowdin_charge:R:1 method="wB97M-V/def2-TZVPD" s2=0.759 total_charge=+2 homo_lumo_gap_ev="5.822 / 5.919" homo_energy_ev="-13.00 / -13.57" multiplicity=2 total_energy_ha=-4589.15499
V -2.6822 2.6139 2.2284 1.03
C -3.0756 2.0910 4.6433 -0.11
C -2.1507 1.2800 3.9691 -0.18
C -2.4186 -0.1161 3.5029 -0.17
C -2.6991 -0.2827 1.9847 -0.17
C -3.6560 0.7334 1.4707 -0.18
C -4.6020 1.4719 2.1911 -0.15
C -5.1729 1.1475 3.5489 -0.13
C -4.5326 1.8811 4.7624 -0.14
C -2.4410 3.2203 0.1896 -0.10
H -2.6431 2.7382 5.4164 0.05
H -1.0983 1.5011 4.2094 0.13
H -3.2393 -0.5763 4.0706 0.13
H -1.5319 -0.7224 3.7298 0.12
H -1.7459 -0.2423 1.4249 0.09
H -3.0275 -1.3146 1.7366 0.15
H -3.6797 0.8309 0.3910 0.11
H -5.2026 2.2002 1.6204 0.14
H -5.1685 0.0635 3.7514 0.13
H -6.2328 1.4524 3.5444 0.14
H -5.0030 2.8705 4.9383 0.12
H -4.7947 1.3267 5.6845 0.16
H -2.4100 4.3200 0.3247 0.04
H -3.3523 2.9542 -0.3683 0.03
H -1.5429 2.8921 -0.3588 0.03
P 3.0084 -0.9696 -0.7842 1.07
P 1.4627 -1.0641 -3.1440 1.08
C 2.2054 -2.5803 -1.0646 -0.30
C 1.6137 -2.6778 -2.2891 -0.30
C 4.7760 -1.4924 -0.6695 -0.37
C 5.1624 -2.8180 -0.4227 -0.08
C 6.5208 -3.1270 -0.2657 -0.05
C 7.4998 -2.1422 -0.4411 -0.05
C 7.1114 -0.8467 -0.8012 -0.06
C 5.7599 -0.5120 -0.9139 -0.09
C 2.4230 -0.6252 0.9178 -0.35
C 1.0806 -0.2050 1.0082 -0.09
C 0.5699 0.1472 2.2516 -0.10
C 1.3233 -0.0370 3.4153 -0.05
C 2.6555 -0.4588 3.3208 -0.04
C 3.2216 -0.7139 2.0664 -0.05
C 1.9069 -1.6169 -4.8706 -0.34
C 3.2425 -1.9777 -5.1315 -0.10
C 3.6102 -2.5057 -6.3745 -0.06
C 2.6484 -2.6747 -7.3859 -0.05
C 1.3322 -2.2706 -7.1471 -0.06
C 0.9703 -1.7219 -5.9108 -0.07
C -0.3588 -0.9529 -3.2364 -0.40
C -0.8987 0.2400 -3.7762 -0.10
C -2.2681 0.3144 -4.0243 -0.07
C -3.0987 -0.7670 -3.6926 -0.06
C -2.5762 -1.9001 -3.0655 -0.06
C -1.2019 -1.9782 -2.7975 -0.08
H 2.2560 -3.3672 -0.3049 0.09
H 1.2059 -3.5817 -2.7535 0.10
H 4.4091 -3.6006 -0.3516 0.09
H 6.8171 -4.1452 -0.0097 0.12
H 8.5571 -2.3893 -0.3116 0.12
H 7.8681 -0.0933 -0.9932 0.11
H 5.4488 0.4975 -1.1820 0.11
H 0.4528 -0.1478 0.1074 0.10
H -0.4120 0.6128 2.3447 0.05
H 0.8701 0.1811 4.3844 0.11
H 3.2497 -0.5695 4.2278 0.12
H 4.2766 -0.9882 1.9813 0.12
H 3.9906 -1.8651 -4.3429 0.10
H 4.6446 -2.7984 -6.5546 0.11
H 2.9303 -3.1196 -8.3466 0.12
H 0.5741 -2.3942 -7.9263 0.12
H -0.0593 -1.4028 -5.7452 0.10
H -0.2332 1.0722 -4.0126 0.11
H -2.6846 1.2047 -4.4955 0.12
H -4.1633 -0.7277 -3.9286 0.12
H -3.2214 -2.7428 -2.7916 0.12
H -0.8001 -2.8491 -2.2763 0.09
Cl -4.8779 5.9487 5.0641 0.67
C -3.1696 5.6567 4.7391 -1.48
Cl -2.2644 7.1265 4.3556 0.68
Cl -2.4569 4.8767 6.1761 0.67
C -3.0018 4.6553 3.5030 -0.73
O -4.0027 4.2495 2.8289 -0.04
O -1.8029 4.3003 3.2366 -0.07

Entry 4:
87
Properties=species:S:1:pos:R:3:lowdin_charge:R:1 method="wB97M-V/def2-TZVPD" s2=2.003 total_charge=+1 homo_lumo_gap_ev="5.433 / 5.451" homo_energy_ev="-8.80 / -8.82" multiplicity=3 total_energy_ha=-3890.46898
Pr -2.9038 0.2577 -0.9027 0.53
F 3.3985 -2.5408 2.4546 0.05
C 2.4878 -1.6469 2.9310 -0.18
C 1.4506 -1.2696 2.1179 0.10
C 0.5425 -0.2956 2.5422 -0.03
C -0.5128 0.1506 1.6471 -0.30
O -0.6411 -0.2450 0.4746 -0.06
C -1.4379 1.0883 2.2378 0.00
C -1.3010 1.5332 3.5012 0.06
N -0.2444 1.1784 4.2871 0.00
C -0.1270 1.7415 5.6012 -0.26
C -0.3919 3.2016 5.8021 -0.08
C 1.0098 2.6846 5.8925 -0.10
C 0.6630 0.2488 3.8401 -0.11
C 1.7144 -0.1836 4.6528 0.07
C 2.6594 -1.1039 4.2104 -0.15
N 3.7259 -1.4073 5.0771 -0.10
C 4.5657 -0.3212 5.5052 -0.13
C 5.7825 -0.1860 4.5759 -0.08
N 6.5567 -1.4542 4.6270 0.06
C 5.7187 -2.6078 4.1927 -0.09
C 4.4398 -2.6550 5.0473 -0.13
C -2.5741 1.3026 1.2639 -0.67
O -2.4309 2.1303 0.3454 -0.03
O -3.4798 0.4449 1.3018 -0.11
H 1.3273 -1.7012 1.1367 0.15
H -2.0234 2.1983 3.9487 0.16
H -0.4324 1.0577 6.3872 0.16
H -0.8916 3.5047 6.7083 0.11
H -0.6476 3.8007 4.9426 0.11
H 1.4869 2.6310 6.8599 0.10
H 1.6809 2.9233 5.0802 0.11
H 1.8037 0.1938 5.6573 0.12
H 4.9025 -0.5052 6.5326 0.14
H 4.0024 0.6106 5.4902 0.13
H 6.4130 0.6509 4.8776 0.14
H 5.4433 -0.0336 3.5495 0.15
H 6.8620 -1.6115 5.5957 0.19
H 7.3909 -1.3856 4.0335 0.19
H 6.2781 -3.5365 4.3107 0.14
H 5.4740 -2.4761 3.1386 0.13
H 4.7196 -2.9004 6.0808 0.14
H 3.7919 -3.4494 4.6787 0.15
I -2.6759 -2.7217 0.5612 0.98
C -4.2906 -3.5713 -0.6276 -1.03
I -4.3554 -2.7671 -2.5987 0.96
H -5.2215 -3.3128 -0.1313 -0.06
H -4.1349 -4.6447 -0.6896 -0.04
Cl -5.8143 -0.6445 -0.3120 0.44
C -5.3091 0.6712 -1.5025 -0.64
H -5.7769 1.5762 -1.0778 -0.01
H -5.9120 0.4176 -2.3893 -0.03
N -1.6831 -0.9856 -2.3083 -0.43
P -1.4363 -0.1991 -3.6031 0.69
C -1.6162 1.6421 -3.4345 -0.30
C -2.4513 2.4721 -4.1795 -0.06
C -2.5525 3.8165 -3.8592 -0.06
C -1.8024 4.3481 -2.8226 -0.07
C -0.9302 3.5408 -2.1051 -0.07
C -0.8520 2.1902 -2.3970 -0.12
C -2.5119 -0.5981 -5.0382 -0.28
C -3.8812 -0.3878 -4.9075 -0.18
C -4.7523 -0.8406 -5.8810 -0.09
C -4.2609 -1.5140 -6.9885 -0.08
C -2.9011 -1.7356 -7.1222 -0.07
C -2.0307 -1.2919 -6.1417 -0.06
C 0.2297 -0.3521 -4.3294 -0.30
C 0.8869 -1.5620 -4.1452 -0.09
C 2.0899 -1.7945 -4.7878 -0.08
C 2.6403 -0.8104 -5.5946 -0.09
C 1.9983 0.4075 -5.7533 -0.08
C 0.7877 0.6371 -5.1275 -0.08
H -2.9946 2.0742 -5.0242 0.11
H -3.2070 4.4559 -4.4319 0.11
H -1.8801 5.3983 -2.5854 0.11
H -0.3046 3.9697 -1.3331 0.11
H -0.1494 1.5383 -1.8709 0.12
H -4.2521 0.1414 -4.0308 0.07
H -5.8173 -0.6820 -5.7742 0.11
H -4.9413 -1.8675 -7.7472 0.10
H -2.5182 -2.2633 -7.9841 0.11
H -0.9699 -1.4753 -6.2397 0.10
H 0.4271 -2.3040 -3.5054 0.10
H 2.5960 -2.7417 -4.6713 0.10
H 3.5713 -0.9976 -6.1071 0.10
H 2.4396 1.1728 -6.3748 0.10
H 0.2678 1.5760 -5.2629 0.11

Entry 5:
82
Properties=species:S:1:pos:R:3:lowdin_charge:R:1 method="wB97M-V/def2-TZVPD" s2=6.022 homo_lumo_gap_ev="6.998 / 6.189" homo_energy_ev="-7.69 / -7.73" multiplicity=5 total_energy_ha=-3828.40600 de_lowest_kcal_mol=56.5
Fe -0.2769 1.2321 -2.2165 0.42
C -3.0810 -4.2679 3.5010 -0.10
C -2.2646 -3.2895 3.9236 -0.11
C -0.8213 -3.3989 4.3071 -0.20
C 0.2070 -3.2312 3.1558 -0.19
C 0.0435 -4.1070 1.9546 -0.13
C -0.6079 -5.2705 1.8908 -0.11
C -1.1945 -6.0010 3.0556 -0.20
C -2.7062 -5.7041 3.3238 -0.18
C -0.2765 -0.7383 -2.0488 -0.18
H -4.1397 -4.0453 3.3020 0.10
H -2.6809 -2.2846 4.0537 0.08
H -0.6261 -4.3189 4.8634 0.09
H -0.6217 -2.5817 5.0178 0.11
H 0.1764 -2.1841 2.8191 0.09
H 1.2114 -3.3719 3.5847 0.11
H 0.5333 -3.7278 1.0525 0.10
H -0.7448 -5.7768 0.9256 0.11
H -0.6312 -5.8176 3.9755 0.09
H -1.1136 -7.0832 2.8627 0.11
H -3.2859 -6.1207 2.4836 0.11
H -3.0073 -6.2639 4.2276 0.11
H -0.9205 -0.9960 -1.1844 -0.02
H 0.6521 -1.3571 -2.0256 0.01
H -0.8389 -1.0054 -2.9808 0.04
P -0.5419 2.4987 -0.5455 0.94
P 1.7841 1.2921 -2.3534 0.91
C 1.1826 2.4185 0.0730 -0.26
C 2.2007 2.0437 -0.7383 -0.26
C -0.8975 4.3061 -0.4779 -0.36
C -0.1974 5.0454 0.4845 -0.10
C -0.3070 6.4351 0.5509 -0.07
C -1.1729 7.1044 -0.3191 -0.08
C -1.9248 6.3752 -1.2480 -0.08
C -1.7861 4.9798 -1.3370 -0.08
C -1.4864 1.8250 0.9012 -0.33
C -1.2145 0.5031 1.2637 -0.10
C -1.8400 -0.0867 2.3642 -0.05
C -2.8220 0.6230 3.0658 -0.05
C -3.0754 1.9618 2.7367 -0.07
C -2.4102 2.5595 1.6606 -0.08
C 2.8018 2.3643 -3.4358 -0.34
C 2.6002 3.7528 -3.4049 -0.09
C 3.5758 4.6001 -3.9417 -0.08
C 4.7252 4.0870 -4.5461 -0.08
C 4.8839 2.7046 -4.6193 -0.07
C 3.9142 1.8442 -4.1040 -0.08
C 2.7569 -0.2637 -2.3913 -0.38
C 2.6425 -1.1558 -3.4759 -0.12
C 3.1919 -2.4418 -3.3910 -0.06
C 3.9353 -2.8053 -2.2597 -0.07
C 4.1273 -1.8843 -1.2229 -0.06
C 3.5330 -0.6191 -1.2842 -0.07
H 1.3303 2.6647 1.1271 0.09
H 3.2642 2.2096 -0.5128 0.10
H 0.4535 4.5351 1.1913 0.09
H 0.2789 6.9807 1.2912 0.11
H -1.2636 8.1910 -0.2603 0.11
H -2.6254 6.9011 -1.9019 0.11
H -2.3808 4.4255 -2.0641 0.11
H -0.5271 -0.0873 0.6550 0.09
H -1.5275 -1.0784 2.7028 0.07
H -3.3619 0.1237 3.8756 0.11
H -3.8445 2.5134 3.2823 0.10
H -2.6340 3.5894 1.3969 0.10
H 1.7128 4.1725 -2.9268 0.10
H 3.4509 5.6748 -3.8743 0.10
H 5.4890 4.7514 -4.9538 0.11
H 5.7769 2.2809 -5.0661 0.11
H 4.0575 0.7686 -4.1849 0.09
H 2.0995 -0.8635 -4.3766 0.12
H 3.0461 -3.1537 -4.2079 0.11
H 4.3740 -3.8041 -2.1918 0.11
H 4.7366 -2.1424 -0.3546 0.11
H 3.6735 0.0853 -0.4690 0.09
F -4.1796 -4.0978 -0.0559 0.10
C -4.3338 -2.7490 0.0312 -0.49
F -5.2671 -2.3852 -0.8830 0.11
F -4.8560 -2.4812 1.2838 0.08
C -2.9744 -1.9714 -0.1214 -0.62
O -1.9898 -2.5514 0.3927 -0.01
O -3.1413 -0.8583 -0.6531 -0.02